Record 1
Here is a cluster of 2 separate species, C3H8N2O2 in total from the OMol25 dataset. Energies are from wB97M-V/def2-TZVPD.

Summary:
- Energy relative to the best compared isomer or geometry (same formula, charge and spin): 329.9 kJ/mol
- Frontier orbital gap: 8.8412 eV
- Structure (SMILES): C=CN/C=N\O.O
- HOMO level: -0.301 Ha
- Largest force on an atom: 0.040 Eh/bohr

```
! wB97M-V def2-TZVPD RIJCOSX def2/J DEFGRID3
* xyz 0 1
C -1.117 1.690 -0.011
C -0.429 0.589 -0.256
N 0.931 0.408 -0.051
C 1.411 -0.834 -0.042
N 2.652 -1.142 -0.023
O 3.396 0.095 -0.005
H -0.683 2.670 0.276
H -2.200 1.686 -0.112
H -0.846 -0.391 -0.530
H 1.617 1.133 0.102
H 0.720 -1.678 -0.168
H 4.307 -0.263 -0.093
O -3.194 -1.202 -0.104
H -3.391 -0.666 0.678
H -3.174 -2.095 0.339
*
```

=====

Record 2
Here is a cluster of 3 separate species, C3H8N2O2 in total from the OMol25 dataset. Energies are from wB97M-V/def2-TZVPD.

Summary:
- Energy relative to the best compared isomer or geometry (same formula, charge and spin): 126.3 kJ/mol
- Frontier orbital gap: 9.9241 eV
- Structure (SMILES): c1c[nH]cn1.O.O
- HOMO level: -0.338 Ha
- Largest force on an atom: 0.032 Eh/bohr

```
! wB97M-V def2-TZVPD RIJCOSX def2/J DEFGRID3
* xyz 0 1
C -1.373 0.344 1.284
C -1.560 -0.972 1.613
N -1.107 -1.688 0.543
C -0.641 -0.788 -0.383
N -0.744 0.438 0.065
H -1.621 1.270 1.776
H -2.013 -1.351 2.512
H -0.784 -2.640 0.620
H -0.005 -1.143 -1.179
O 2.698 1.354 -0.041
H 2.169 1.396 0.759
H 3.648 1.316 0.142
O 0.805 0.791 -2.749
H -0.073 0.756 -3.155
H 0.599 0.916 -1.808
*
```

=====

Record 3
Here is a cluster of 3 separate species, C3H8N2O2 in total from the OMol25 dataset. Energies are from wB97M-V/def2-TZVPD.

Summary:
- Energy relative to the best compared isomer or geometry (same formula, charge and spin): 597.8 kJ/mol
- Frontier orbital gap: 8.8494 eV
- Structure (SMILES): C=NO.C#N.CO
- HOMO level: -0.345 Ha
- Largest force on an atom: 0.075 Eh/bohr

```
! wB97M-V def2-TZVPD RIJCOSX def2/J DEFGRID3
* xyz 0 1
C -1.089 -2.474 -0.147
N -0.249 -1.847 -0.851
O 0.778 -1.230 -0.200
H -1.011 -2.575 0.937
H -1.891 -2.974 -0.667
H 0.502 -0.762 0.793
C 0.483 0.343 2.103
N 0.266 1.408 1.647
H 0.820 -0.015 3.051
C 0.017 1.970 -1.240
O 1.112 1.372 -0.572
H 0.038 1.723 -2.305
H -0.935 1.648 -0.799
H 0.110 3.049 -1.101
H 1.051 0.366 -0.648
*
```

=====

Record 4
Here is a cluster of 3 separate species, C3H8N2O2 in total from the OMol25 dataset. Energies are from wB97M-V/def2-TZVPD.

Summary:
- Energy relative to the best compared isomer or geometry (same formula, charge and spin): 57.9 kJ/mol
- Expectation value of S²: 0.763
- Frontier orbital gap (alpha / beta): 10.6677 / 6.7130 eV
- HOMO level (alpha / beta): -0.544 / -0.544 Ha
- Largest force on an atom: 0.020 Eh/bohr

```
! wB97M-V def2-TZVPD RIJCOSX def2/J DEFGRID3
* xyz 1 2
C 1.847 -0.427 -2.715
C 0.686 0.196 -2.079
N 1.056 0.371 -0.820
C 2.355 -0.079 -0.699
N 2.836 -0.533 -1.848
H 1.930 -0.777 -3.727
H -0.327 0.293 -2.423
H 0.533 0.935 -0.154
H 2.860 -0.064 0.252
H -0.595 1.255 1.790
H -1.819 0.263 1.828
O -1.370 0.957 1.305
H -3.937 -0.290 2.896
H -2.995 -1.532 3.202
O -3.061 -0.570 3.190
*
```

=====

Record 5
Here is the ion C3H8N2O2 with charge +1 from the OMol25 dataset. Energies are from wB97M-V/def2-TZVPD.

Summary:
- Energy relative to the best compared isomer or geometry (same formula, charge and spin): 289.8 kJ/mol
- Expectation value of S²: 0.764
- Frontier orbital gap (alpha / beta): 10.5709 / 5.4143 eV
- HOMO level (alpha / beta): -0.558 / -0.551 Ha
- Largest force on an atom: 0.109 Eh/bohr

```
! wB97M-V def2-TZVPD RIJCOSX def2/J DEFGRID3
* xyz 1 2
C -0.558 -0.877 -0.685
N 0.905 -0.729 -0.243
C 1.578 -0.482 0.934
O 2.218 0.756 0.776
O 1.650 -1.150 1.991
C -1.477 0.031 0.066
N -1.232 1.451 0.045
H -0.734 -1.981 -0.430
H -0.596 -0.754 -1.815
H 1.508 -0.458 -1.121
H 1.855 1.295 0.060
H -2.493 -0.084 -0.403
H -1.393 -0.280 1.106
H -0.847 1.595 -0.894
H -0.385 1.668 0.610
*
```

=====

Record 6
Here is a cluster of 2 separate species, C3H8N2O2S in total from the OMol25 dataset. Energies are from wB97M-V/def2-TZVPD.

Summary:
- Energy relative to the best compared isomer or geometry (same formula, charge and spin): 195.4 kJ/mol
- Frontier orbital gap: 8.1732 eV
- Structure (SMILES): NC(S)=C(O)O.C=N
- HOMO level: -0.284 Ha
- Largest force on an atom: 0.080 Eh/bohr

```
! wB97M-V def2-TZVPD RIJCOSX def2/J DEFGRID3
* xyz 0 1
N -0.028 2.532 0.557
C 0.135 1.121 0.852
S -0.686 0.528 2.279
C 1.170 0.413 0.317
O 1.727 0.827 -0.814
O 1.712 -0.772 0.815
H -1.015 2.724 0.573
H 0.422 2.760 -0.316
H 0.328 0.248 3.074
H 2.377 0.106 -1.045
H 1.200 -0.969 1.586
C -1.409 -2.231 -1.390
N -1.374 -1.349 -2.267
H -1.920 -2.226 -0.504
H -1.091 -3.272 -1.738
H -1.548 -0.441 -1.979
*
```

=====

Record 7
Here is the molecule C3H8N2O2S from the OMol25 dataset. Energies are from wB97M-V/def2-TZVPD.

Summary:
- Energy relative to the best compared isomer or geometry (same formula, charge and spin): 76.3 kJ/mol
- Frontier orbital gap: 9.6232 eV
- Structure (SMILES): [H]/N=C(/NS)OCCO
- HOMO level: -0.330 Ha
- Largest force on an atom: 0.036 Eh/bohr

```
! wB97M-V def2-TZVPD RIJCOSX def2/J DEFGRID3
* xyz 0 1
H 0.400 1.772 -0.811
N 1.259 1.235 -0.717
C 1.141 0.373 0.217
N 2.193 -0.509 0.596
S 3.719 -0.484 -0.084
O 0.089 0.061 1.028
C -1.184 0.555 0.668
C -1.740 -0.142 -0.549
O -1.857 -1.523 -0.366
H 1.885 -1.291 1.176
H 3.350 -0.858 -1.362
H -1.147 1.669 0.577
H -1.838 0.483 1.575
H -1.117 0.051 -1.409
H -2.678 0.337 -0.879
H -2.476 -1.727 0.339
*
```

=====

Record 8
Here is the ion C3H8N2O3PS with charge +1 from the OMol25 dataset. Energies are from wB97M-V/def2-TZVPD.

Summary:
- Energy relative to the best compared isomer or geometry (same formula, charge and spin): 110.1 kJ/mol
- Frontier orbital gap (alpha / beta): 5.5763 / 5.5780 eV
- Structure (SMILES): [NH2+]=CC(=O)CN=P(O)(O)S
- HOMO level (alpha / beta): -0.444 / -0.444 Ha
- Largest force on an atom: 0.096 Eh/bohr

```
! wB97M-V def2-TZVPD RIJCOSX def2/J DEFGRID3
* xyz 1 1
N 3.140 0.907 -0.531
C 2.277 0.082 -0.013
C 0.841 0.178 -0.209
O 0.275 1.068 -0.749
C 0.081 -1.049 0.432
N -1.339 -1.142 0.427
P -2.254 -0.059 -0.208
O -3.725 -0.556 0.016
O -2.116 0.236 -1.730
S -2.394 1.748 0.898
H 2.906 1.791 -1.028
H 4.078 0.879 -0.245
H 2.786 -0.610 0.716
H 0.575 -1.864 -0.268
H 0.536 -1.283 1.299
H -4.085 -1.424 -0.080
H -2.248 1.023 -2.210
H -2.864 0.964 1.934
*
```

=====

Record 9
Here is a cluster of 2 separate species, C3H8N2O3S in total from the OMol25 dataset. Energies are from wB97M-V/def2-TZVPD.

Summary:
- Energy relative to the best compared isomer or geometry (same formula, charge and spin): 142.4 kJ/mol
- Frontier orbital gap: 10.4718 eV
- HOMO level: -0.355 Ha
- Largest force on an atom: 0.023 Eh/bohr

```
! wB97M-V def2-TZVPD RIJCOSX def2/J DEFGRID3
* xyz 0 1
C -1.253 0.329 -1.076
C -1.265 -2.798 0.593
C -0.783 -1.373 0.405
N -0.923 1.331 -1.528
N 1.430 2.743 -0.771
O 2.433 0.364 0.217
O 0.779 1.467 1.599
O -1.637 -0.767 -0.599
S 2.071 1.563 0.947
H -2.291 -2.806 0.958
H -1.236 -3.333 -0.355
H -0.626 -3.304 1.310
H 0.258 -1.339 0.062
H -0.862 -0.789 1.328
H 1.208 3.688 -0.483
H 0.574 2.274 -1.097
H 2.124 2.749 -1.508
*
```

=====

Record 10
Here is a cluster of 2 separate species, C3H8N2O3S in total from the OMol25 dataset. Energies are from wB97M-V/def2-TZVPD.

Summary:
- Energy relative to the best compared isomer or geometry (same formula, charge and spin): 470.4 kJ/mol
- Frontier orbital gap (alpha / beta): 8.3302 / 8.3310 eV
- HOMO level (alpha / beta): -0.285 / -0.285 Ha
- Largest force on an atom: 0.089 Eh/bohr

```
! wB97M-V def2-TZVPD RIJCOSX def2/J DEFGRID3
* xyz 0 1
C -0.936 -0.088 1.204
C -0.332 -1.321 0.373
C 0.292 0.609 -0.654
N -0.169 1.054 0.530
N 0.495 -0.754 -0.658
O 2.641 1.546 -0.362
O 2.050 1.021 -2.714
O 1.006 2.976 -1.541
S 1.518 1.627 -1.561
H -2.035 0.212 1.049
H -0.762 -0.377 2.219
H 0.220 -2.094 0.919
H -1.163 -1.818 -0.075
H -1.165 1.036 -1.921
H 0.030 2.024 0.690
H 3.319 1.115 -0.896
H 0.353 -1.146 -1.619
*
```

=====

Record 11
Here is the ion C3H8N2OS with charge -1 from the OMol25 dataset. Energies are from wB97M-V/def2-TZVPD.

Summary:
- Energy relative to the best compared isomer or geometry (same formula, charge and spin): 75.6 kJ/mol
- Expectation value of S²: 0.751
- Frontier orbital gap (alpha / beta): 2.2723 / 8.6057 eV
- HOMO level (alpha / beta): 0.034 / -0.197 Ha
- Largest force on an atom: 0.095 Eh/bohr

```
! wB97M-V def2-TZVPD RIJCOSX def2/J DEFGRID3
* xyz -1 2
C 0.146 0.161 0.817
C 1.345 0.199 -0.118
S 2.936 0.108 0.763
N -1.131 0.697 0.138
C -2.001 -0.072 -0.693
N -2.139 -1.377 -0.273
O -2.729 0.462 -1.466
H -0.149 -0.821 1.189
H 0.188 0.710 1.846
H 1.408 0.812 -0.983
H 1.146 -0.701 -0.733
H 3.737 -0.374 -0.189
H -1.157 1.692 -0.219
H -2.591 -1.922 -0.993
H -1.773 -1.795 0.516
*
```

=====

Record 12
Here is the molecule C3H8N2OS from the OMol25 dataset. Energies are from wB97M-V/def2-TZVPD.

Summary:
- Energy relative to the best compared isomer or geometry (same formula, charge and spin): 59.1 kJ/mol
- Frontier orbital gap: 9.6783 eV
- Structure (SMILES): NC(=O)[C@H](N)CS
- HOMO level: -0.330 Ha
- Largest force on an atom: 0.016 Eh/bohr

```
! wB97M-V def2-TZVPD RIJCOSX def2/J DEFGRID3
* xyz 0 1
N -0.948 -0.633 -1.823
C -1.195 -0.812 -0.487
O -2.195 -1.346 -0.074
C -0.157 -0.234 0.503
N -0.613 1.011 1.036
C 1.265 -0.186 -0.042
S 2.493 0.219 1.241
H -0.319 0.114 -2.064
H -1.669 -0.913 -2.467
H -0.146 -0.969 1.314
H -1.118 0.975 1.901
H -0.319 1.910 0.701
H 1.608 -1.125 -0.475
H 1.335 0.579 -0.824
H 1.977 1.412 1.560
*
```